Density functional theory data (ωB97M-V/def2-TZVPD) for the molecule C26H33N3O4S.

The calculation puts the HOMO energy at -7.8316 eV. As for the SMILES: COc1ccc(NC(=S)N(CCCN2CCOCC2)[C@H](C)c2cc3cccc(OC)c3o2)cc1. The value obtained for the calculated total energy is -50992.28161 eV. As for the frontier orbital gap: 8.444 eV. The lowest unoccupied orbital energy comes out at 0.61 eV. The calculation puts the energy relative to the best compared isomer or geometry (same formula, charge and spin) at 3.187 eV.

The geometry in XYZ format:
```
67
C26H33N3O4S (ωB97M-V/def2-TZVPD)
S -0.32 0.42 -4.55
O -0.32 -1.68 1.01
O 0.20 -3.89 3.07
O -1.62 5.58 1.85
O 2.14 -5.14 0.28
N -1.16 4.33 -0.65
N -0.69 -1.68 -3.04
N -0.67 0.38 -1.93
C -0.33 1.79 -1.93
C 3.08 -1.68 3.29
C 2.19 -2.72 3.49
C 1.06 0.05 0.62
C 3.41 -4.83 0.79
C 1.30 -2.14 -1.68
C -0.10 -0.56 0.28
C 1.52 -4.24 -0.52
C -0.43 -3.79 -1.87
C 2.02 -2.98 -0.85
C 1.65 -0.77 1.64
C -0.28 5.37 -0.16
C -0.55 -0.31 -3.08
C 0.29 -4.63 -1.05
C -1.10 4.16 -2.10
C 0.06 -2.53 -2.18
C -2.50 4.58 -0.17
C -0.31 5.37 1.37
C -2.27 0.62 -0.04
C -2.50 4.60 1.36
C 2.84 -0.69 2.37
C 0.99 -2.83 2.78
C 0.75 -1.83 1.84
C -1.01 -4.03 2.37
C -1.18 -0.23 -0.71
C -1.41 2.72 -2.50
H -1.89 1.59 0.26
H -2.39 2.43 -2.12
H -1.38 -4.10 -2.27
H -0.58 6.37 -0.52
H -0.86 -2.08 -3.95
H -2.89 5.55 -0.54
H -3.11 0.76 -0.71
H -0.84 -4.12 1.29
H -3.48 4.85 1.75
H -0.12 2.09 -0.90
H -1.43 2.63 -3.58
H 1.70 -1.18 -1.95
H -1.64 -1.18 -1.00
H -1.69 -3.19 2.55
H 3.38 -3.94 1.44
H 3.53 0.12 2.21
H 1.48 0.94 0.21
H 4.14 -4.67 -0.01
H 2.97 -2.65 -0.47
H 0.74 5.17 -0.50
H -1.46 -4.95 2.74
H 0.06 4.40 1.73
H -3.17 3.79 -0.52
H -2.62 0.09 0.85
H -0.09 4.41 -2.44
H 3.71 -5.69 1.38
H 3.99 -1.66 3.88
H 0.30 6.17 1.77
H 0.58 1.92 -2.53
H -2.19 3.61 1.73
H 2.40 -3.49 4.22
H -1.80 4.84 -2.61
H -0.08 -5.62 -0.80
```

natural (NBO) atomic charge list, values in e, 4 entries: atom 1 (S): -0.2488, atom 2 (O): -0.4420, atom 3 (O): -0.4856, atom 4 (O): -0.5211



Density functional theory data (ωB97M-V/def2-TZVPD) for a cluster of 2 separate species, C4H11N3O2 in total in a non-equilibrium geometry.

The calculation puts the HOMO energy at -8.7854 eV. As for the SMILES: CN=C(N)N.CC(=O)O. The value obtained for the calculated total energy is -12890.90108 eV. As for the frontier orbital gap: 9.557 eV. The lowest unoccupied orbital energy comes out at 0.77 eV. The calculation puts the energy relative to the best compared isomer or geometry (same formula, charge and spin) at 1.929 eV.

The geometry in XYZ format:
```
20
C4H11N3O2 (ωB97M-V/def2-TZVPD)
O -0.75 -0.75 -2.20
O 0.42 1.04 -1.47
N -0.87 -0.37 0.59
N -1.60 1.81 0.52
N 0.39 1.43 1.53
C -0.67 0.89 0.89
C 0.27 -0.21 -1.43
C 1.47 -1.12 -1.44
C -0.22 -1.38 1.42
H 0.82 -1.14 1.64
H -2.30 1.36 -0.06
H 2.05 -0.97 -2.35
H -0.26 -2.33 0.88
H 0.51 1.39 2.53
H 1.16 -2.17 -1.36
H -1.21 2.57 -0.03
H -0.78 -1.53 2.34
H 0.66 2.33 1.17
H -1.21 0.01 -2.58
H 2.11 -0.87 -0.59
```

natural (NBO) atomic charge list, values in e, 4 entries: atom 1 (O): -0.6989, atom 2 (O): -0.7027, atom 3 (N): -0.5692, atom 4 (N): -0.7846